(1)
Entry from OMol25: a cluster of 12 separate species, C15H54O12 in total at a distorted geometry (ωB97M-V/def2-TZVPD).

```
! RIJCOSX wB97M-V def2-TZVPD def2/J DEFGRID3
* xyz 0 1
H 2.53209 -3.56395 2.10043
H -4.88839 -1.20883 0.34431
C 4.60853 1.61811 -2.52294
H -0.44966 -5.31832 1.93438
O 0.14145 -2.99297 -0.35778
H 2.89823 2.12924 -1.95843
H 0.19807 4.38790 4.39745
O -0.82028 3.50569 -1.09226
C -0.41581 -3.38940 0.81160
H -2.41247 -3.61198 1.66552
C -0.53651 3.61767 2.39148
H -2.53980 2.95546 1.85711
C 0.48698 3.69098 3.61074
H -1.21481 -0.35611 -0.39696
H 0.44474 2.42002 -1.36678
H -3.49735 2.83149 -0.30097
C 4.09938 1.41373 -3.98104
O -3.66519 -0.22717 -3.21445
O -0.07547 2.66098 1.41321
H 4.70697 0.69594 -4.53214
H -0.38254 0.17693 0.74981
H -0.87024 -5.51613 0.37107
O 3.63910 -0.60662 1.47945
H 1.29720 -1.65379 3.54695
H -2.20941 -2.07958 0.84443
C -1.94059 -3.13522 0.80637
H 0.83882 -5.24373 0.71368
H 3.27786 0.19113 1.08613
H 4.07476 2.29480 -4.62229
H 1.73873 2.17316 1.64077
H 0.73032 0.93661 -1.26751
H -3.01012 -0.92466 -3.23934
O -2.72499 -2.66160 -3.79010
C -1.97047 3.10488 2.77452
H -5.92102 0.10929 0.98135
H 5.25293 0.49892 -0.84108
H 0.64961 2.74268 4.12296
H -2.42040 -2.59341 -4.69498
C -5.23220 -0.18606 0.18990
C 2.65295 -1.44090 1.87476
C 4.66936 0.36673 -1.75216
H -0.30479 4.26518 -1.36368
H 0.11667 -2.03524 -0.41890
H 5.59222 2.08151 -2.44730
H -0.22316 -3.89279 -2.16287
H -0.57772 -5.18837 -2.86120
H 2.67188 2.00271 0.46091
H 3.72333 -0.01943 -1.37265
H -5.20997 2.59993 0.09747
H -4.56291 1.96379 -1.39272
H -3.33170 0.43690 -3.81778
H -2.00693 -3.09312 -3.32705
H 0.02791 -2.78945 1.60613
C -3.97635 0.70377 0.20782
H -0.68751 4.52118 1.80075
O -0.72755 -4.24364 -2.89686
H -1.92180 2.17990 3.34910
H -5.69686 -0.18373 -0.79609
H -0.56027 2.75967 0.59051
H -1.55185 3.47938 -1.70899
H -2.37601 -3.58220 -0.08735
H 3.08027 1.02715 -3.98942
C 3.27442 -2.84244 1.75918
O -0.30963 -0.24550 -0.10602
O 2.66511 2.09195 1.41392
O -2.93049 0.12881 -0.52631
H -3.23511 0.07828 -1.43529
H 3.52305 -2.98937 0.70814
H 5.09756 -0.45670 -2.32374
H 1.82731 -1.29161 1.17898
O 1.11204 1.76276 -1.56417
H 4.17069 -2.75225 2.37292
C -4.32998 2.12918 -0.34082
C 2.18334 -1.08501 3.26525
H -3.57201 0.70851 1.22003
H 1.84320 -0.06368 3.43635
H -2.51089 3.82586 3.38789
C -0.17255 -4.91935 0.95861
H 2.88351 -1.36554 4.05211
O 3.77798 2.51182 -1.92267
H 1.46520 3.96929 3.21864
*
```

## Properties
- Structure (SMILES): CC(C)O.CC(C)O.CC(C)O.CC(C)O.CC(C)O.O.O.O.O.O.O.O
- HOMO level: -9.234 eV
- Electronic energy: -1506.7718 Eh
- HOMO-LUMO gap: 9.0 eV
- Energy relative to the best compared isomer or geometry (same formula, charge and spin): 1.0 kJ/mol

---

(2)
Entry from OMol25: a cluster of 13 separate species, C15H56N10O13 in total at a distorted geometry (ωB97M-V/def2-TZVPD).

```
! RIJCOSX wB97M-V def2-TZVPD def2/J DEFGRID3
* xyz 0 1
H 3.30802 3.19641 1.47629
H -1.23398 -3.96459 1.98129
H 0.00402 1.45541 5.60729
C -1.40798 2.94941 -3.51471
O -1.77798 -2.30559 4.13329
C 2.47202 2.72941 0.89829
H -3.86498 0.86341 -2.81471
O -0.15398 -2.15559 -3.24171
H 1.38302 -2.09059 -4.71371
H -1.05998 1.53441 4.19829
O -0.33498 2.60141 -4.25871
H 0.72702 -0.44259 -4.41771
C 0.54902 0.23241 3.96929
H -1.12398 -4.26759 4.31029
O -2.78098 -0.53459 -3.99171
N -0.16198 1.14341 4.64329
H -2.05998 -1.58659 -0.93571
O -0.39998 0.05341 -1.71871
H -2.30898 -1.39659 2.88229
H -2.41898 5.17141 -0.53771
H 2.04802 -4.61659 -1.55871
H -2.24898 4.23941 -4.76271
N 2.51702 -1.39259 1.69129
H 4.75302 1.95741 -3.68071
H 1.67702 4.48341 -0.03771
C 0.52702 -1.57159 -4.39171
H 0.47902 -3.67259 2.35529
O -2.76498 -2.97159 0.17429
H 1.61002 -0.46059 -1.20471
N -2.96698 -0.90659 2.10429
N -1.76098 0.75541 1.38629
O 1.30802 2.67241 1.61029
C -2.79698 -0.01559 1.16429
H 1.69302 -2.88459 -1.33471
H 2.16202 -0.96759 4.42129
H 1.54002 3.19641 -0.97571
C -0.86498 -3.31459 3.99029
C -3.81098 -0.17559 -3.09871
N -1.07498 3.24941 0.29829
H -3.90198 -1.35759 2.05029
O -1.37398 4.45741 2.27029
O 0.41102 0.04741 2.55929
H -2.51998 -2.38559 0.89829
H -2.60998 -1.49159 -3.99271
H -1.14298 1.54341 -2.20671
H 1.61402 0.15941 5.61729
C 3.06302 1.33441 -3.16671
C 2.29002 3.63441 -0.32071
H 2.83002 1.77841 0.59129
H 4.47602 -2.71659 0.86829
O 2.00202 -3.87359 0.42429
H -0.20698 2.91441 0.75429
H 3.25302 -3.46859 -1.12971
H -1.56698 1.58341 0.86029
H -0.85198 0.35741 1.80029
N -2.66598 4.58241 0.26629
H 3.18602 0.47341 -3.70071
O 2.65502 -2.46959 3.74929
C 3.11002 -2.18159 2.48329
H -3.39998 -0.64959 -2.20471
H -3.23198 3.97041 -3.26971
H 2.46702 1.28141 -2.20871
N -1.67098 2.42341 -2.39571
H -1.71298 -1.82059 4.99729
H -3.42798 4.98541 0.82529
H -0.52698 -2.32559 2.10629
H -1.23098 3.18741 -0.71771
H -0.02198 -1.81259 -5.29071
H -0.46498 -3.02659 -3.43971
C 2.21902 -3.76059 -0.99171
C -1.88698 -2.62359 -0.83371
H 0.33502 -0.70459 -0.02771
H 2.87402 -1.13259 0.77729
H 1.73402 -0.84659 2.04929
H 2.76702 -3.43559 0.87329
C -1.61798 4.21741 0.91629
C -0.52898 -3.33959 2.49629
O -3.86998 0.35941 0.32729
O 4.23702 2.03641 -2.88171
H 0.03502 -3.00859 4.48029
C 0.68302 -0.04259 -0.76871
H -0.85298 -2.68959 -0.58671
H 0.88602 1.00841 -0.44871
H -2.55398 2.48241 -1.91471
H 3.20802 3.79641 -0.93771
H 2.41202 1.89341 -3.80671
H -0.40198 -0.68759 -2.40071
N 1.54802 -0.22159 4.70629
N 4.03402 -2.88759 1.82129
H 4.53402 -3.55059 2.49929
H -2.23198 -2.97159 -1.79371
H -4.81198 -0.56959 -3.47071
N -2.32798 3.84941 -3.81171
H 1.37202 2.90441 2.54529
*
```

## Properties
- HOMO level: -8.033 eV
- Electronic energy: -2130.5502 Eh
- HOMO-LUMO gap: 8.0 eV
- Energy relative to the best compared isomer or geometry (same formula, charge and spin): 900.6 kJ/mol

---

> HOMO-LUMO gap of number 1 (C15H54O12)?

9.0 eV